(1)
80
Properties=species:S:1:pos:R:3 method="wB97M-V/def2-TZVPD" homo_ev=-7.77 e_above_lowest_kj_mol=5.8 total_energy_ev=-60371.2514 smiles="COc1cc([C@H](C(=O)NC(C)(C)C)N(C(=O)CNC(=O)c2cccs2)c2ccc(C(C)C)cc2)cc(OC)c1OC" homo_lumo_gap_ha=0.30113
C -2.483 -2.389 -3.743
H -3.385 -2.562 -4.328
O -2.788 -2.823 -2.442
C -1.842 -2.671 -1.473
C -0.569 -2.178 -1.689
C 0.306 -2.006 -0.622
C -0.084 -2.395 0.644
C -1.348 -2.930 0.878
C -2.258 -3.045 -0.179
O -3.540 -3.510 -0.124
C -4.225 -3.590 1.104
H -3.837 -4.391 1.736
H -5.260 -3.804 0.837
H -4.181 -2.646 1.652
O -1.749 -3.342 2.125
C -0.873 -3.153 3.210
H 0.046 -3.736 3.094
H -1.417 -3.509 4.084
H -0.617 -2.098 3.345
H 0.601 -2.266 1.462
C 1.617 -1.315 -0.908
N 1.363 0.085 -1.312
C 2.317 0.710 -2.027
O 3.320 0.132 -2.421
C 2.134 2.201 -2.288
N 1.562 2.919 -1.181
C 0.448 3.681 -1.327
O -0.074 3.878 -2.408
C -0.088 4.259 -0.089
C -1.135 5.137 -0.017
C -1.452 5.509 1.303
C -0.651 4.904 2.220
S 0.510 3.875 1.492
H -0.669 5.002 3.288
H -2.241 6.193 1.562
H -1.641 5.494 -0.895
H 1.960 2.775 -0.267
H 1.471 2.364 -3.145
H 3.125 2.597 -2.544
C 0.098 0.630 -0.965
C -0.821 0.954 -1.952
C -2.098 1.343 -1.599
C -2.490 1.398 -0.268
C -1.550 1.096 0.710
C -0.267 0.717 0.373
H 0.452 0.462 1.137
H -1.822 1.143 1.754
C -3.919 1.713 0.093
C -4.017 2.897 1.055
H -3.533 2.674 2.002
H -5.061 3.134 1.253
H -3.538 3.773 0.623
C -4.579 0.465 0.687
H -4.095 0.186 1.620
H -5.632 0.653 0.887
H -4.499 -0.370 -0.005
H -4.453 1.978 -0.826
H -2.808 1.587 -2.375
H -0.541 0.890 -2.993
H 2.097 -1.801 -1.767
C 2.636 -1.241 0.249
O 2.320 -0.974 1.394
N 3.894 -1.450 -0.166
H 4.056 -1.417 -1.165
C 5.090 -1.264 0.659
C 6.290 -1.602 -0.224
H 7.213 -1.481 0.336
H 6.321 -0.943 -1.089
H 6.228 -2.631 -0.571
C 5.029 -2.210 1.859
H 4.162 -1.979 2.469
H 5.926 -2.103 2.463
H 4.953 -3.241 1.520
C 5.170 0.193 1.125
H 4.307 0.430 1.741
H 6.073 0.354 1.708
H 5.183 0.859 0.264
H -0.252 -1.892 -2.679
H -2.237 -1.322 -3.764
H -1.657 -2.962 -4.179

(2)
79
Properties=species:S:1:pos:R:3 method="wB97M-V/def2-TZVPD" homo_ev=-1.04 e_above_lowest_kj_mol=57.3 total_energy_ev=-57456.3598 homo_lumo_gap_ha=0.20082 charge=-2
Tl -0.337 0.140 -0.725
O -1.914 -1.463 -2.190
C -2.879 -2.038 -1.616
C -2.987 -3.475 -1.628
C -4.042 -4.144 -1.071
C -5.100 -3.450 -0.459
C -5.039 -2.074 -0.418
C -3.963 -1.347 -0.944
C -3.999 0.092 -0.812
N -3.032 0.893 -1.011
C -3.264 2.309 -0.944
C -2.167 3.028 -0.155
N -0.895 2.814 -0.785
C -0.114 3.781 -1.028
C 1.171 3.703 -1.701
C 2.034 4.795 -1.549
C 3.255 4.888 -2.182
C 3.625 3.856 -3.057
C 2.811 2.769 -3.241
C 1.562 2.588 -2.542
O 0.889 1.533 -2.714
H -2.167 -4.010 -2.095
H -4.068 -5.231 -1.099
H -5.927 -3.986 -0.008
H -5.846 -1.523 0.061
H -4.981 0.500 -0.503
H -4.248 2.556 -0.507
H -3.243 2.704 -1.967
H -2.129 2.602 0.855
H -2.430 4.098 -0.081
H -0.402 4.806 -0.725
H 1.726 5.594 -0.878
H 3.907 5.738 -2.017
H 4.562 3.924 -3.604
H 3.093 1.969 -3.917
C 2.678 -0.393 2.013
Si 1.586 0.982 2.753
C 2.266 1.073 4.558
C 2.126 2.647 2.007
N -0.002 0.604 2.409
C -1.148 0.574 3.107
C -1.293 1.013 4.456
C -2.506 0.969 5.120
C -3.653 0.485 4.498
C -3.543 0.032 3.182
C -2.341 0.072 2.508
H 3.749 -0.242 2.186
H 2.512 -0.452 0.933
H 2.389 -1.355 2.444
H 3.359 1.118 4.562
H 1.970 0.182 5.122
H 1.898 1.949 5.104
H 3.200 2.825 2.121
H 1.599 3.479 2.485
H 1.886 2.680 0.941
H -0.410 1.390 4.961
H -2.567 1.317 6.148
H -4.601 0.449 5.023
H -4.418 -0.373 2.681
H -2.277 -0.307 1.496
O 0.518 -2.813 -0.196
C 1.136 -3.577 -0.887
C 2.390 -4.296 -0.415
C 3.535 -3.836 -1.348
C 3.387 -2.368 -1.820
C 2.588 -2.170 -3.124
C 1.090 -2.518 -3.036
N 0.888 -3.738 -2.252
H 2.265 -5.382 -0.447
H 2.580 -3.991 0.613
H 3.582 -4.486 -2.228
H 4.485 -3.953 -0.821
H 4.386 -1.958 -1.988
H 2.933 -1.773 -1.024
H 3.057 -2.771 -3.914
H 2.668 -1.121 -3.422
H 0.686 -2.668 -4.038
H 0.518 -1.718 -2.570
H 1.394 -4.518 -2.645

(3)
80
Properties=species:S:1:pos:R:3 method="wB97M-V/def2-TZVPD" homo_ev="-13.23 / -13.49" e_above_lowest_kj_mol=232.3 total_energy_ev=-68128.6398 homo_lumo_gap_ha="0.10263 / 0.13724" charge=+2
Pb 0.697 -1.277 2.509
C -3.151 -3.005 -2.981
C -2.277 -2.215 -3.624
C -2.636 -0.858 -4.166
C -3.654 -0.030 -3.333
C -3.514 -0.110 -1.835
C -4.232 -0.991 -1.126
C -5.214 -1.910 -1.846
C -4.624 -2.804 -2.981
C 0.984 0.371 4.013
H -2.866 -3.964 -2.532
H -1.305 -2.632 -3.953
H -3.049 -0.993 -5.180
H -1.730 -0.253 -4.310
H -3.539 1.023 -3.622
H -4.664 -0.297 -3.661
H -2.936 0.690 -1.366
H -4.271 -1.005 -0.027
H -6.011 -1.310 -2.321
H -5.709 -2.584 -1.132
H -5.057 -3.808 -2.841
H -4.978 -2.455 -3.963
H 1.650 0.142 4.852
H -0.020 0.577 4.416
H 1.380 1.267 3.504
P -0.164 1.597 1.385
P 1.757 -0.360 -0.488
N -1.843 1.603 2.015
N 0.102 3.326 1.456
N 1.123 -1.946 -0.842
N 3.139 -0.564 -1.566
C -0.554 1.387 -0.364
C 0.596 0.846 -1.289
C -2.241 0.789 3.082
C -3.582 0.990 3.325
C -4.055 1.943 2.359
C -2.972 2.296 1.553
C 0.320 3.970 2.685
C 0.666 5.287 2.437
C 0.668 5.473 1.007
C 0.327 4.253 0.437
C 1.207 -3.024 0.083
C 0.132 -3.869 -0.124
C -0.599 -3.337 -1.221
C 0.015 -2.178 -1.654
C 3.399 -1.429 -2.646
C 4.768 -1.457 -2.872
C 5.387 -0.597 -1.887
C 4.375 -0.069 -1.116
H -0.899 2.356 -0.758
H -1.399 0.680 -0.407
H 0.144 0.431 -2.212
H 1.233 1.697 -1.607
H -1.550 0.132 3.595
H -4.152 0.502 4.105
H -5.068 2.316 2.273
H -2.897 2.978 0.710
H 0.197 3.424 3.612
H 0.910 6.033 3.182
H 0.911 6.380 0.475
H 0.199 3.978 -0.600
H 2.109 -3.179 0.661
H -0.158 -4.748 0.439
H -1.465 -3.777 -1.661
H -0.186 -1.539 -2.503
H 2.587 -1.931 -3.151
H 5.282 -2.021 -3.629
H 6.442 -0.416 -1.767
H 4.400 0.614 -0.271
O 3.135 -2.074 3.217
C 3.787 -1.061 2.861
C 5.284 -0.840 3.087
C 5.441 0.658 2.898
C 4.083 1.117 2.387
O 3.779 2.283 2.145
N 3.229 0.023 2.264
H 5.614 -1.173 4.080
H 5.853 -1.383 2.311
H 5.677 1.155 3.854
H 6.228 0.892 2.163

(4)
87
Properties=species:S:1:pos:R:3 method="wB97M-V/def2-TZVPD" homo_ev=-1.15 e_above_lowest_kj_mol=224.2 total_energy_ev=-104470.4349 homo_lumo_gap_ha=0.19311 charge=-2
Sn -0.935 0.582 -1.796
C 0.270 5.277 -0.660
C 1.023 5.315 0.666
C 0.535 6.512 1.488
C 2.519 5.446 0.340
N 0.853 4.097 1.507
C 1.748 3.861 2.548
C 1.530 2.622 2.997
N 0.490 2.063 2.286
B 0.374 0.529 1.997
N 1.624 -0.218 2.566
C 1.577 -1.332 3.381
C 2.651 -2.092 3.144
N 3.383 -1.483 2.123
C 2.769 -0.296 1.801
S 3.334 0.946 0.809
C 4.491 -2.220 1.466
C 4.856 -1.667 0.091
C 4.039 -3.675 1.273
C 5.710 -2.150 2.390
N -0.987 -0.050 2.498
C -2.023 0.747 2.951
C -3.185 0.218 2.557
N -2.902 -0.921 1.802
C -1.544 -1.119 1.822
S -0.673 -2.467 1.318
C -3.961 -1.576 0.990
C -4.763 -2.492 1.918
C -4.855 -0.475 0.404
C -3.416 -2.382 -0.188
C 0.046 2.990 1.376
S -1.376 2.851 0.464
H 0.539 6.175 -1.223
H 0.551 4.407 -1.252
H -0.804 5.250 -0.517
H 0.679 7.435 0.923
H -0.528 6.395 1.706
H 1.079 6.587 2.433
H 2.656 6.198 -0.437
H 3.107 5.740 1.211
H 2.897 4.492 -0.030
H 2.481 4.581 2.859
H 2.041 2.066 3.763
H 0.405 0.389 0.811
H 0.763 -1.486 4.066
H 2.940 -3.023 3.592
H 3.978 -1.600 -0.551
H 5.288 -0.675 0.159
H 5.576 -2.349 -0.369
H 3.054 -3.693 0.804
H 4.744 -4.192 0.621
H 3.983 -4.220 2.216
H 6.011 -1.108 2.517
H 5.474 -2.566 3.372
H 6.544 -2.709 1.959
H -1.835 1.647 3.510
H -4.184 0.573 2.726
H -5.170 -1.927 2.761
H -5.589 -2.951 1.369
H -4.116 -3.281 2.304
H -5.458 0.021 1.166
H -4.241 0.272 -0.102
H -5.529 -0.915 -0.332
H -2.818 -3.227 0.132
H -4.264 -2.740 -0.777
H -2.796 -1.758 -0.834
O -0.829 1.424 -6.557
C -0.546 1.089 -5.418
O 0.591 1.528 -4.900
C -1.517 0.193 -4.624
C -2.517 -0.430 -5.541
C -2.811 -1.727 -5.475
C -2.150 -2.603 -4.520
C -2.422 -3.964 -4.427
C -1.807 -4.765 -3.476
C -0.898 -4.179 -2.593
C -0.603 -2.833 -2.669
C -1.217 -2.003 -3.635
N -0.899 -0.684 -3.675
H -3.000 0.246 -6.233
H -3.561 -2.159 -6.131
H -3.147 -4.395 -5.114
H -2.043 -5.820 -3.404
H -0.426 -4.789 -1.830
H 0.094 -2.371 -1.979
Te 1.448 1.412 -3.047
S -2.402 1.578 -3.634

(5)
95
Properties=species:S:1:pos:R:3 method="wB97M-V/def2-TZVPD" homo_ev=-8.87 total_energy_ev=-244782.4884 smiles="CCN(CCC1=C(N)C(=O)c2c(Cl)c(CCC(F)(F)C(F)(F)C(F)(F)C(F)(F)S(F)(F)(F)(F)F)cc([C@@H](Br)[C@@H](C)Br)c2C1=O)C(C)=O.CC(C)O.CC(C)O" homo_lumo_gap_ha=0.29407
C 1.618 -4.397 -2.771
C 0.344 -3.732 -2.269
N 0.517 -2.731 -1.170
C 0.128 -1.390 -1.628
C -1.407 -1.264 -1.800
C -1.934 -0.367 -0.712
C -1.928 0.974 -0.802
N -1.537 1.693 -1.933
C -2.382 1.772 0.384
O -2.913 2.844 0.237
C -2.104 1.154 1.721
C -1.731 1.906 2.833
Cl -1.649 3.630 2.734
C -1.375 1.274 4.030
C -0.851 2.042 5.220
C 0.315 1.295 5.899
C 1.194 2.168 6.786
F 1.273 1.592 8.021
F 0.645 3.397 6.973
C 2.689 2.345 6.307
F 3.025 1.306 5.515
F 3.493 2.295 7.393
C 3.114 3.699 5.633
F 4.446 3.643 5.439
F 2.864 4.661 6.551
C 2.467 4.276 4.320
F 3.117 5.425 4.097
F 1.181 4.546 4.573
S 2.521 3.258 2.702
F 1.523 2.222 3.404
F 3.766 2.429 3.216
F 3.499 4.266 1.984
F 1.281 4.073 2.146
F 2.490 2.366 1.411
C -1.502 -0.105 4.097
C -1.920 -0.886 3.023
C -2.076 -2.378 3.181
Br -0.468 -3.153 3.996
C -3.329 -2.829 3.965
C -3.272 -2.714 5.483
Br -4.891 -1.811 3.371
C -2.174 -0.247 1.808
C -2.438 -0.999 0.534
O -2.965 -2.089 0.508
C 1.812 -2.706 -0.583
C 2.080 -3.786 0.436
O 2.610 -1.827 -0.806
H 1.337 -5.011 -3.633
H 2.378 -3.700 -3.128
H 2.044 -5.095 -2.051
H -0.320 -4.529 -1.927
H -0.117 -3.207 -3.106
H 0.653 -1.118 -2.549
H 0.474 -0.688 -0.869
H -1.871 -2.245 -1.717
H -1.615 -0.832 -2.779
H -1.689 2.683 -1.775
H -2.070 1.429 -2.757
H -1.650 2.161 5.953
H -0.535 3.022 4.879
H -0.104 0.538 6.563
H 0.900 0.762 5.155
H -1.238 -0.616 5.015
H -2.106 -2.854 2.209
H -3.544 -3.854 3.668
H -4.238 -3.004 5.897
H -3.086 -1.683 5.782
H -2.517 -3.381 5.893
H 2.291 -4.741 -0.048
H 1.216 -3.933 1.083
H 2.948 -3.505 1.031
C -0.117 3.086 -5.099
C -0.879 2.029 -5.879
C -0.622 2.121 -7.375
O -2.276 2.126 -5.594
H -0.428 4.082 -5.426
H -0.345 3.003 -4.037
H 0.962 3.005 -5.234
H -0.599 1.032 -5.530
H -0.939 3.096 -7.753
H -1.187 1.357 -7.910
H 0.438 1.997 -7.602
H -2.578 2.994 -5.884
C 1.616 -1.405 -5.572
C 0.800 -2.433 -6.340
C 1.055 -2.349 -7.836
O -0.591 -2.270 -6.057
H 1.344 -0.390 -5.879
H 1.419 -1.485 -4.503
H 2.686 -1.536 -5.740
H 1.051 -3.433 -5.983
H 0.770 -1.362 -8.212
H 0.461 -3.093 -8.367
H 2.108 -2.511 -8.069
H -0.856 -1.396 -6.363